Record 1
Below is a 2-piece molecular cluster, C12H19N4 overall at a distorted geometry, with properties calculated with the ωB97M-V functional and the def2-TZVPD basis.

Each line ends with the Mulliken charge.
Cartesian coordinates (Å):
C (0.882, -1.871, -2.397)  -1.3205
C (1.654, -1.090, -1.434)  0.0430
C (2.624, -0.241, -1.766)  -0.8389
C (1.425, -0.918, -0.057)  1.1681
C (2.370, -0.018, 0.455)  0.0197
C (0.587, -1.522, 0.967)  -0.4206
C (2.560, 0.367, 1.739)  -0.9749
C (0.653, -1.087, 2.202)  -0.5578
C (1.626, -0.090, 2.687)  -0.5816
N (3.123, 0.590, -0.674)  -0.3121
H (1.276, -3.012, -2.254)  0.3225
H (1.350, -1.658, -3.370)  0.4048
H (3.089, -0.019, -2.675)  0.5345
H (4.150, 0.664, -0.582)  0.3111
H (-0.149, -2.218, 0.663)  0.6090
H (3.275, 1.063, 2.099)  0.4430
H (-0.053, -1.383, 2.988)  0.3872
H (1.530, 0.291, 3.677)  0.4666
H (-0.197, -1.913, -2.432)  0.3244
C (-3.366, 0.486, 0.091)  -0.8806
C (-3.245, -0.024, 1.459)  -0.8324
C (-1.051, 1.245, -0.609)  0.6051
N (-2.002, 0.254, -0.593)  -0.1148
N (-0.935, 2.347, 0.222)  -0.4105
N (-0.115, 1.319, -1.579)  -0.3302
H (-4.154, -0.051, -0.497)  0.3550
H (-3.629, 1.487, 0.028)  0.4491
H (-2.499, 0.533, 1.933)  0.3164
H (-3.002, -1.072, 1.691)  0.3011
H (-1.931, -0.688, -0.853)  0.2619
H (-1.787, 2.665, 0.809)  0.2566
H (-0.236, 3.129, -0.056)  0.2717
H (-0.247, 0.564, -2.252)  0.2226
H (0.694, 1.807, -1.628)  0.1834
H (-4.272, 0.064, 1.997)  0.3183

- Molecular weight: 219.3 g mol⁻¹
- 2S+1: 1
- Energy relative to the best compared isomer or geometry (same formula, charge and spin): 2.9386 eV
- Net charge: +1



Record 2
Below is C28H25BaBrN8OP as an isolated structure at a distorted geometry, with properties calculated with the ωB97M-V functional and the def2-TZVPD basis.

Each line ends with the Mulliken charge.
Cartesian coordinates (Å):
Ba (0.344, 1.655, -0.277)  1.9563
Br (-0.589, 2.258, 7.145)  -0.1956
C (-0.577, 3.052, 5.389)  -0.5580
C (0.428, 3.884, 4.886)  -0.0513
C (0.541, 4.178, 3.535)  -0.7048
C (-0.136, 3.430, 2.573)  0.5224
O (0.258, 3.431, 1.346)  -1.0731
C (-1.270, 2.754, 3.104)  0.3895
C (-2.257, 2.091, 2.329)  -0.6209
N (-2.052, 1.515, 1.207)  0.2393
C (-3.151, 0.907, 0.627)  0.2276
C (-4.124, 0.308, 1.387)  -0.5134
C (-5.342, -0.050, 0.816)  -0.8543
C (-5.510, 0.036, -0.545)  -0.9800
C (-4.459, 0.461, -1.382)  1.1449
C (-4.466, 0.431, -2.778)  -0.5051
C (-3.512, 0.998, -3.553)  -0.8278
C (-2.385, 1.527, -2.884)  -0.3186
N (-2.276, 1.479, -1.592)  -0.1245
C (-3.282, 0.956, -0.797)  -0.2117
C (-1.489, 2.641, 4.446)  -0.5357
H (1.163, 4.379, 5.526)  0.3940
H (1.278, 4.946, 3.255)  0.3688
H (-3.180, 2.013, 2.892)  0.6266
H (-4.010, 0.170, 2.462)  0.6964
H (-6.057, -0.397, 1.499)  0.4890
H (-6.459, -0.303, -0.971)  0.3762
H (-5.359, 0.010, -3.236)  0.4265
H (-3.618, 1.079, -4.630)  0.4171
H (-1.568, 1.919, -3.443)  0.4688
H (-2.388, 2.133, 4.758)  0.3988
C (3.486, -3.044, 1.800)  -0.8307
N (3.117, -1.662, 1.650)  0.2569
C (3.111, -0.698, 2.675)  -0.3681
C (2.618, 0.418, 2.092)  -0.8145
N (2.379, 0.205, 0.775)  -0.2817
C (2.596, -1.073, 0.564)  0.2976
P (2.441, -1.946, -0.998)  -0.6665
C (2.895, -0.605, -2.089)  -0.2804
N (2.310, 0.582, -2.157)  0.2962
C (3.023, 1.254, -3.086)  -0.7550
C (4.041, 0.468, -3.555)  -0.2860
N (3.909, -0.745, -2.964)  0.1930
C (4.679, -1.943, -3.241)  -0.8900
C (0.687, -1.913, -1.199)  -0.0696
N (-0.128, -0.920, -0.831)  0.4449
C (-1.370, -1.353, -1.194)  0.1026
C (-1.310, -2.563, -1.807)  -0.7651
N (0.023, -2.908, -1.793)  0.2758
C (0.511, -4.215, -2.134)  -0.9051
H (4.589, -3.145, 1.683)  0.2975
H (3.189, -3.407, 2.790)  0.3543
H (3.029, -3.674, 1.036)  0.3008
H (3.490, -0.933, 3.654)  0.4815
H (2.372, 1.352, 2.546)  0.5313
H (2.871, 2.293, -3.360)  0.3827
H (4.838, 0.737, -4.281)  0.3891
H (5.703, -1.693, -3.497)  0.3475
H (4.753, -2.529, -2.380)  0.3681
H (4.140, -2.511, -3.996)  0.3032
H (-2.264, -0.834, -0.950)  -0.1764
H (-2.140, -3.195, -2.101)  0.4244
H (0.919, -4.245, -3.171)  0.2809
H (1.306, -4.530, -1.487)  0.3548
H (-0.310, -4.915, -2.090)  0.3387

- Molecular weight: 737.8 g mol⁻¹
- 2S+1: 1
- Net charge: +1



Record 3
Below is a 2-piece molecular cluster, C5H10F3N3 overall at a distorted geometry, with properties calculated with the ωB97M-V functional and the def2-TZVPD basis.

Each line ends with the Mulliken charge.
Cartesian coordinates (Å):
C (-0.037, -2.298, 2.861)  -0.3287
C (-0.060, 1.786, 0.523)  -0.3102
C (0.273, 0.601, 0.191)  0.2817
C (0.698, 3.072, 0.640)  -1.0809
C (2.806, -2.270, 0.902)  0.7905
N (0.830, -2.227, 1.841)  0.6196
N (2.035, -2.823, 1.843)  -1.0405
N (-0.410, -0.588, 0.242)  -0.5856
F (3.070, -0.941, 1.040)  -0.2853
F (4.013, -2.744, 0.688)  -0.2602
F (2.265, -2.201, -0.378)  -0.3241
H (-0.935, -1.712, 2.843)  0.2133
H (0.238, -3.026, 3.637)  0.2949
H (-1.120, 1.912, 0.925)  0.1474
H (1.332, 0.456, -0.125)  0.1890
H (0.845, 3.254, 1.748)  0.2419
H (0.184, 4.056, 0.340)  0.3062
H (1.596, 2.916, 0.042)  0.3183
H (0.516, -1.631, 0.956)  0.3221
H (-0.341, -1.169, -0.593)  0.3080
H (-1.281, -0.428, 0.618)  0.1824

- Molecular weight: 169.2 g mol⁻¹
- 2S+1: 1
- Energy relative to the best compared isomer or geometry (same formula, charge and spin): 3.1058 eV
- Net charge: 0



Record 4
Below is C27H53ClInO11P2 as an isolated structure at a distorted geometry, with properties calculated with the ωB97M-V functional and the def2-TZVPD basis.

Each line ends with the Mulliken charge.
Cartesian coordinates (Å):
C (-0.776, -3.576, 1.517)  -0.8621
C (-1.176, -2.252, 2.328)  -0.1863
O (-0.295, -1.124, 2.133)  -0.3980
C (1.080, -1.427, 2.486)  0.0232
C (1.894, -1.609, 1.103)  -0.1697
C (3.456, -1.235, 1.200)  -0.3115
C (3.979, -1.095, -0.343)  -0.5610
C (4.062, 0.450, -0.827)  -1.0047
In (2.147, 1.244, -1.719)  1.0294
O (1.127, 2.334, -0.244)  -0.7779
Cl (0.618, -0.644, -2.334)  -0.4749
C (2.602, 2.581, -3.485)  -0.8662
C (1.801, 2.035, -4.749)  0.3575
O (0.846, 2.761, -5.199)  -0.6533
C (2.060, 0.649, -5.480)  0.4685
C (1.415, 0.460, -6.900)  -0.4774
C (1.568, -0.879, -7.700)  -0.4256
C (2.386, -2.060, -7.058)  -0.3055
C (3.049, -1.888, -5.664)  -0.5710
C (2.887, -0.539, -4.882)  0.0787
H (0.163, -4.103, 1.931)  0.3512
H (-1.673, -4.297, 1.567)  0.3252
H (-0.561, -3.386, 0.395)  0.1197
H (-1.258, -2.529, 3.438)  0.2726
H (-2.209, -1.924, 1.925)  0.2206
H (1.207, -2.316, 3.193)  0.3003
H (1.531, -0.491, 2.992)  -0.1863
H (1.422, -0.888, 0.354)  -0.0995
H (1.796, -2.677, 0.669)  0.1921
H (3.667, -0.272, 1.788)  0.0970
H (4.012, -2.125, 1.668)  0.3367
H (5.057, -1.492, -0.347)  0.4172
H (3.363, -1.762, -1.043)  0.2215
H (4.928, 0.518, -1.593)  0.3198
H (4.349, 1.083, 0.079)  0.2410
H (0.301, 1.865, 0.003)  0.1845
H (2.160, 3.619, -3.229)  0.2420
H (3.718, 2.750, -3.686)  0.3473
H (0.791, 1.293, -7.376)  0.3066
H (1.095, -1.002, -8.727)  0.3012
H (2.472, -3.054, -7.629)  0.2766
H (3.637, -2.709, -5.140)  0.3044
H (3.350, -0.426, -3.842)  0.0881
O (-5.298, -4.124, 0.677)  -0.7257
P (-5.411, -4.503, -0.806)  1.1529
O (-4.794, -3.081, -1.382)  -0.3479
C (-3.376, -2.929, -1.387)  -0.2054
C (-2.724, -3.816, -2.431)  -1.0947
O (-7.048, -4.202, -0.870)  -0.3703
C (-7.843, -4.239, 0.313)  -0.3476
C (-7.957, -2.855, 0.933)  -1.0808
O (-5.510, -5.066, -2.421)  -0.4284
C (-6.508, -4.627, -3.347)  -0.2092
C (-6.588, -3.129, -3.591)  -0.8938
H (-2.978, -3.144, -0.391)  0.1812
H (-3.162, -1.882, -1.614)  0.3180
H (-2.843, -4.875, -2.180)  0.3217
H (-1.653, -3.606, -2.503)  0.3866
H (-3.176, -3.666, -3.415)  0.2538
H (-7.447, -4.968, 1.025)  0.3266
H (-8.840, -4.592, 0.035)  0.3249
H (-6.996, -2.337, 0.977)  0.2899
H (-8.364, -2.916, 1.946)  0.3479
H (-8.618, -2.225, 0.332)  0.3082
H (-7.481, -5.027, -3.052)  0.2632
H (-6.260, -5.107, -4.299)  0.3657
H (-6.913, -2.577, -2.710)  0.2092
H (-7.314, -2.913, -4.381)  0.3950
H (-5.618, -2.726, -3.892)  0.2089
O (4.432, 6.372, 3.939)  -0.7469
P (3.937, 4.926, 4.086)  1.1322
O (2.718, 5.060, 2.978)  -0.2690
C (3.063, 4.944, 1.599)  -0.6923
C (3.445, 3.523, 1.239)  -0.6337
O (3.123, 5.237, 5.508)  -0.4000
C (3.495, 6.335, 6.335)  -0.3925
C (2.677, 7.571, 5.994)  -1.0682
O (3.526, 3.274, 4.278)  -0.4084
C (2.373, 2.828, 4.999)  -0.2881
C (1.033, 3.373, 4.533)  -0.9562
H (3.875, 5.638, 1.360)  0.3252
H (2.185, 5.242, 1.019)  0.2916
H (4.376, 3.226, 1.738)  0.4233
H (3.595, 3.422, 0.161)  0.2572
H (2.674, 2.816, 1.551)  0.1899
H (4.569, 6.531, 6.263)  0.3449
H (3.303, 6.052, 7.374)  0.3353
H (2.606, 7.741, 4.917)  0.2887
H (3.109, 8.462, 6.457)  0.3501
H (1.651, 7.457, 6.354)  0.2981
H (2.518, 3.008, 6.067)  0.3146
H (2.351, 1.740, 4.878)  0.3925
H (0.937, 4.446, 4.697)  0.2747
H (0.218, 2.897, 5.086)  0.4133
H (0.883, 3.189, 3.467)  0.1812

- Molecular weight: 765.9 g mol⁻¹
- 2S+1: 1
- Net charge: -1



Record 5
Below is the molecule C5H11NO, with properties calculated with the ωB97M-V functional and the def2-TZVPD basis.

Each line ends with the Mulliken charge.
Cartesian coordinates (Å):
C (-0.116, 0.903, -1.759)  -1.0621
C (0.437, 1.441, -0.428)  -0.5429
N (0.291, 0.418, 0.610)  0.0756
C (1.443, -0.414, 0.889)  -1.0000
C (-1.003, -0.060, 0.756)  0.6701
C (-1.192, -1.567, 0.814)  -1.2162
O (-1.961, 0.691, 0.716)  -0.6041
H (-0.060, 1.635, -2.568)  0.3747
H (-1.167, 0.628, -1.633)  0.3253
H (0.443, 0.018, -2.083)  0.2722
H (-0.107, 2.340, -0.132)  0.2819
H (1.502, 1.687, -0.523)  0.3885
H (2.274, 0.222, 1.212)  0.3078
H (1.227, -1.100, 1.712)  0.3714
H (1.772, -1.003, 0.020)  0.3428
H (-2.171, -1.768, 0.378)  0.3509
H (-1.174, -2.006, 1.814)  0.3069
H (-0.437, -2.066, 0.204)  0.3570

- Molecular weight: 101.1 g mol⁻¹
- 2S+1: 1
- Energy relative to the best compared isomer or geometry (same formula, charge and spin): 0.6972 eV
- SMILES string: CCN(C)C(C)=O
- Net charge: 0



Record 6
Below is a 2-piece molecular cluster, C5H8N7 overall at a distorted geometry, with properties calculated with the ωB97M-V functional and the def2-TZVPD basis.

Each line ends with the Mulliken charge.
Cartesian coordinates (Å):
C (1.103, -2.574, 1.110)  0.1146
C (1.997, -0.685, 0.576)  0.2381
C (2.091, 0.610, -0.176)  -0.4922
C (-1.375, 0.409, -1.457)  -0.3771
C (-0.203, -0.927, -0.238)  0.7595
N (2.301, -2.547, 1.557)  -0.4590
N (2.910, -1.390, 1.176)  -0.4116
N (-2.159, -0.714, -1.018)  -0.4004
N (-1.456, -1.483, -0.339)  -0.1407
N (0.853, -1.426, 0.429)  0.0582
N (-0.107, 0.172, -0.895)  0.4733
N (1.006, 0.833, -1.149)  -0.6677
H (0.341, -3.382, 1.283)  0.4121
H (2.001, 1.283, 0.685)  0.3053
H (3.030, 0.760, -0.572)  0.4505
H (-1.399, 0.431, -2.574)  0.3406
H (-1.602, 1.329, -1.068)  0.4506
H (-1.944, -2.040, 1.952)  -0.0406
H (-2.306, -1.376, 1.783)  0.0882
H (1.054, 1.806, -1.417)  0.2985

- Molecular weight: 166.2 g mol⁻¹
- 2S+1: 1
- Energy relative to the best compared isomer or geometry (same formula, charge and spin): 1.2147 eV
- Net charge: +1



no.,frontier orbital gap (eV),lowest unoccupied orbital energy (eV),E_tot (eV)
1,8.31,-2.70,-18705.230
2,6.85,-2.52,-123432.335
3,9.16,0.47,-17966.790
4,5.24,-0.16,-87649.511
5,10.01,0.93,-8901.000
6,8.07,-6.04,-15732.944